No. 1
{
  "formula": "C6H16N2O",
  "method": "ωB97M-V/def2-TZVPD",
  "largest_force_ev_per_a": 1.84,
  "charge": 0,
  "homo_energy_ev": -9.18,
  "gap_ev": 9.94,
  "e_above_lowest_kcal_mol": 8.3,
  "smiles": "CN(C)C(N)=O.CCC",
  "elements": ["C", "C", "C", "C", "N", "O", "H", "H", "H", "H", "H", "H", "H", "H", "H", "C", "C", "N", "H", "H", "H", "H", "H", "H", "H"],
  "positions_angstrom": [[-1.820, -0.970, -0.099], [-1.994, 0.495, 0.235], [-1.764, -1.229, -1.599], [1.316, -0.782, 0.529], [1.700, -1.283, -0.692], [1.286, -1.500, 1.515], [-2.625, -1.555, 0.349], [1.900, -2.268, -0.717], [1.980, -0.717, -1.470], [-2.832, 0.939, -0.302], [-1.562, -2.280, -1.801], [-1.009, 1.003, -0.012], [-2.158, 0.640, 1.300], [-0.966, -0.642, -2.055], [-2.707, -0.956, -2.075], [1.201, 1.188, 1.929], [1.478, 1.478, -0.487], [1.144, 0.596, 0.609], [-0.855, -1.305, 0.349], [0.434, 1.953, 2.024], [0.968, 1.164, -1.400], [2.179, 1.625, 2.128], [1.013, 0.400, 2.655], [1.134, 2.481, -0.235], [2.557, 1.528, -0.676]]
}


No. 2
{
  "formula": "C6H16N2O",
  "method": "ωB97M-V/def2-TZVPD",
  "largest_force_ev_per_a": 2.54,
  "charge": 0,
  "homo_energy_ev": -8.64,
  "gap_ev": 9.55,
  "e_above_lowest_kcal_mol": 23.4,
  "smiles": "CC(C)[C@H](N)[C@@H](N)CO",
  "elements": ["C", "C", "C", "C", "C", "C", "N", "N", "O", "H", "H", "H", "H", "H", "H", "H", "H", "H", "H", "H", "H", "H", "H", "H", "H"],
  "positions_angstrom": [[-0.002, 0.070, 0.587], [0.911, 0.681, -0.468], [-0.217, -1.491, 0.246], [1.478, 2.062, 0.146], [-0.753, -2.212, 1.481], [-1.147, -1.695, -0.943], [-1.214, 0.839, 0.733], [0.252, 0.895, -1.735], [2.088, 2.785, -0.911], [2.468, 3.598, -0.564], [0.529, 0.097, 1.546], [1.772, 0.029, -0.641], [0.765, -1.907, 0.003], [-1.741, 0.851, -0.133], [-1.760, 0.502, 1.516], [0.937, 1.223, -2.408], [-0.440, 1.631, -1.623], [2.205, 1.833, 0.936], [0.671, 2.668, 0.579], [-0.857, -3.277, 1.282], [-1.177, -2.748, -1.221], [-1.733, -1.828, 1.762], [-0.079, -2.092, 2.328], [-0.793, -1.128, -1.800], [-2.163, -1.388, -0.698]]
}


No. 3
{
  "formula": "C6H16N2P",
  "method": "ωB97M-V/def2-TZVPD",
  "largest_force_ev_per_a": 5.37,
  "charge": 1,
  "homo_energy_ev": -12.73,
  "gap_ev": 7.10,
  "e_above_lowest_kcal_mol": 40.7,
  "elements": ["C", "C", "C", "C", "C", "C", "N", "N", "P", "H", "H", "H", "H", "H", "H", "H", "H", "H", "H", "H", "H", "H", "H", "H", "H"],
  "positions_angstrom": [[1.232, -1.041, -0.063], [0.707, -2.433, -0.068], [0.608, 1.345, 0.187], [3.378, 0.365, -0.081], [-2.950, 0.333, 1.273], [-2.757, 0.513, -1.400], [0.395, -0.076, 0.072], [2.562, -0.915, -0.030], [-2.396, -0.776, -0.130], [1.320, -3.248, -0.437], [-0.183, -2.401, -0.696], [0.564, -2.886, 1.029], [0.856, 1.488, 1.146], [1.350, 1.567, -0.577], [-0.210, 1.995, -0.008], [3.486, 0.743, 0.958], [2.873, 1.084, -0.917], [4.411, 0.016, -0.295], [-3.778, 0.847, 1.024], [-2.055, 0.996, 1.557], [-3.067, -0.293, 2.120], [-2.477, 1.559, -1.051], [-3.822, 0.328, -1.846], [-2.225, 0.283, -2.275], [2.908, -1.736, -0.468]]
}


No. 4
{
  "formula": "C6H16N2PS",
  "method": "ωB97M-V/def2-TZVPD",
  "largest_force_ev_per_a": 5.85,
  "charge": 1,
  "homo_energy_ev": -11.47,
  "gap_ev": 8.57,
  "e_above_lowest_kcal_mol": 88.1,
  "smiles": "CN(C)SP[C@@H]1CC[N@H+]1C",
  "elements": ["C", "C", "C", "C", "C", "C", "N", "N", "P", "S", "H", "H", "H", "H", "H", "H", "H", "H", "H", "H", "H", "H", "H", "H", "H", "H"],
  "positions_angstrom": [[-1.257, -0.154, 1.593], [-1.752, -1.001, 0.473], [-1.182, 1.081, 0.693], [2.348, -1.678, -0.381], [3.806, 0.244, -1.191], [-3.441, 0.582, -0.484], [3.005, -0.377, -0.112], [-1.983, 0.251, -0.296], [0.723, 1.754, -0.011], [2.156, 0.588, 1.108], [-2.042, -0.036, 2.297], [-0.397, -0.542, 2.143], [-1.051, -1.885, 0.229], [-2.693, -1.563, 0.463], [-1.792, 2.071, 0.884], [2.268, -2.310, 0.565], [1.364, -1.323, -0.645], [2.802, -2.082, -1.162], [4.465, 0.986, -0.816], [4.165, -0.567, -1.757], [3.005, 0.662, -1.871], [-3.943, 0.679, 0.506], [-3.583, 1.625, -1.021], [-4.038, -0.138, -0.985], [-1.700, 0.348, -1.216], [0.749, 2.786, 0.995]]
}


No. 5
{
  "formula": "C6H16N3",
  "method": "ωB97M-V/def2-TZVPD",
  "largest_force_ev_per_a": 5.07,
  "charge": 1,
  "homo_energy_ev": -12.47,
  "gap_ev": 9.57,
  "e_above_lowest_kcal_mol": 90.2,
  "elements": ["C", "C", "C", "C", "C", "C", "N", "N", "N", "H", "H", "H", "H", "H", "H", "H", "H", "H", "H", "H", "H", "H", "H", "H", "H"],
  "positions_angstrom": [[1.798, 0.789, 0.004], [2.070, 2.257, -0.034], [2.455, -1.548, 0.470], [-2.256, -0.043, -1.239], [-0.899, -1.413, 0.406], [-1.145, 0.967, 0.555], [2.353, -0.126, 0.484], [0.044, 0.205, -1.090], [-1.057, -0.137, -0.386], [2.100, 2.667, -1.069], [2.999, 2.459, 0.523], [1.235, 2.777, 0.497], [2.507, -1.957, 1.429], [3.399, -1.851, -0.039], [1.600, -1.885, -0.130], [-2.306, 0.869, -1.819], [-2.312, -0.754, -2.064], [-3.032, -0.187, -0.572], [-0.193, -1.311, 1.282], [-1.926, -1.638, 0.830], [-0.642, -2.258, -0.270], [-0.814, 1.831, 0.079], [-2.164, 0.929, 1.059], [-0.345, 0.824, 1.314], [0.352, -0.582, -1.502]]
}


No. 6
{
  "formula": "C6H16N3",
  "method": "ωB97M-V/def2-TZVPD",
  "largest_force_ev_per_a": 4.22,
  "charge": 1,
  "homo_energy_ev": -13.95,
  "gap_ev": 11.13,
  "e_above_lowest_kcal_mol": 11.7,
  "smiles": "C[N+](=C(N)N)C(C)(C)C",
  "elements": ["C", "C", "C", "C", "C", "C", "N", "N", "N", "H", "H", "H", "H", "H", "H", "H", "H", "H", "H", "H", "H", "H", "H", "H", "H"],
  "positions_angstrom": [[1.193, -0.133, 1.175], [-1.773, 1.074, -0.953], [-0.568, -1.035, -1.728], [-1.604, -0.904, 0.598], [1.240, 1.345, -0.731], [-0.885, -0.097, -0.549], [0.970, -1.207, 1.924], [2.311, 0.593, 1.538], [0.391, 0.408, 0.126], [-2.826, 0.761, -1.335], [-1.980, 1.788, -0.129], [-1.485, 1.554, -1.864], [-0.953, -2.088, -1.460], [0.476, -1.084, -1.803], [-0.924, -0.658, -2.744], [-1.309, -0.612, 1.604], [-2.786, -1.135, 0.496], [-1.249, -2.011, 0.596], [2.128, 0.901, -1.214], [1.495, 2.154, -0.137], [0.535, 1.706, -1.418], [1.862, -1.397, 2.386], [0.212, -1.785, 2.033], [2.900, 0.394, 2.342], [2.628, 1.466, 1.247]]
}


No. 7
{
  "formula": "C6H16N6O3",
  "method": "ωB97M-V/def2-TZVPD",
  "largest_force_ev_per_a": 4.82,
  "charge": 0,
  "homo_energy_ev": [-7.24, -7.30],
  "gap_ev": [7.69, 7.87],
  "e_above_lowest_kcal_mol": 29.7,
  "elements": ["C", "C", "C", "C", "C", "C", "N", "N", "N", "N", "N", "N", "O", "O", "O", "H", "H", "H", "H", "H", "H", "H", "H", "H", "H", "H", "H", "H", "H", "H", "H"],
  "positions_angstrom": [[-0.312, -0.224, -1.309], [0.683, 0.987, -1.248], [-1.164, -0.105, -0.095], [-1.769, -1.508, 0.405], [-2.218, 0.925, -0.513], [2.728, -0.667, -0.314], [-0.449, -0.892, -2.310], [1.263, 1.034, 0.123], [-0.414, 0.506, 0.975], [2.455, 0.498, 0.389], [1.178, 2.315, 0.638], [-0.055, -0.232, 2.051], [-0.760, -2.462, 0.487], [-1.848, 2.226, -0.362], [4.032, -0.639, -0.837], [1.420, 0.999, -2.045], [0.029, 1.999, -1.183], [-2.623, -1.800, -0.243], [-2.023, -1.293, 1.465], [-3.132, 0.691, 0.169], [-2.651, 0.752, -1.482], [1.918, -0.897, -0.955], [2.788, -1.618, 0.357], [-1.031, -1.751, -2.307], [2.072, 2.854, 0.503], [1.105, 2.305, 1.695], [0.202, 0.358, 2.817], [-0.157, -1.188, 2.005], [-0.178, -2.522, -0.323], [-1.217, 2.116, 0.496], [4.746, -0.073, -0.503]]
}


No. 8
{
  "formula": "C6H16NO",
  "method": "ωB97M-V/def2-TZVPD",
  "largest_force_ev_per_a": 2.98,
  "charge": 1,
  "homo_energy_ev": -13.44,
  "gap_ev": 10.25,
  "e_above_lowest_kcal_mol": 40.1,
  "elements": ["C", "C", "C", "C", "C", "C", "N", "H", "H", "H", "H", "H", "H", "H", "H", "H", "H", "H", "H", "H", "H", "H", "H", "O"],
  "positions_angstrom": [[0.367, -2.257, -1.808], [0.394, -0.898, -1.179], [0.839, -1.076, 0.267], [0.497, 0.063, 1.177], [-0.469, -0.095, 2.077], [1.346, 1.325, 1.116], [-1.002, -0.230, -1.262], [0.202, -2.365, -2.896], [-0.283, -3.065, -1.483], [1.374, -2.666, -1.745], [1.051, -0.190, -1.686], [1.909, -1.313, 0.274], [0.457, -1.983, 0.757], [-1.034, -1.008, 2.238], [-0.842, 0.669, 2.756], [0.785, 1.833, 0.327], [1.347, 1.896, 2.041], [2.397, 1.246, 0.866], [-1.573, -0.623, -0.512], [-1.312, -0.352, -2.230], [-0.856, 0.778, -1.114], [-0.834, 3.138, -0.336], [-1.655, 2.402, 1.036], [-1.466, 2.585, 0.104]]
}


No. 9
{
  "formula": "C6H16NO",
  "method": "ωB97M-V/def2-TZVPD",
  "largest_force_ev_per_a": 2.48,
  "charge": 1,
  "homo_energy_ev": -12.03,
  "gap_ev": 4.74,
  "e_above_lowest_kcal_mol": 102.2,
  "elements": ["C", "O", "C", "C", "C", "C", "C", "N", "H", "H", "H", "H", "H", "H", "H", "H", "H", "H", "H", "H", "H", "H", "H", "H"],
  "positions_angstrom": [[1.045, -0.175, 1.622], [1.583, 0.686, 0.599], [-0.393, -0.134, 1.739], [-1.370, -0.340, 0.696], [-0.889, -1.462, -0.236], [-1.698, 0.911, -0.323], [-2.518, 0.510, -1.514], [4.154, 0.353, -1.091], [1.667, 0.037, 2.489], [1.315, -1.231, 1.378], [0.862, 1.329, 0.426], [-0.850, -0.012, 2.710], [-2.351, -0.545, 1.173], [-1.709, -1.821, -0.817], [-0.156, -1.018, -0.917], [-0.452, -2.305, 0.261], [-2.213, 1.641, 0.294], [-0.669, 1.340, -0.430], [-3.026, 1.345, -2.084], [-3.330, -0.149, -1.152], [-1.951, -0.073, -2.206], [4.414, 1.279, -0.751], [3.551, -0.066, -0.409], [4.984, -0.100, -1.457]]
}


No. 10
{
  "formula": "C6H16NO",
  "method": "ωB97M-V/def2-TZVPD",
  "largest_force_ev_per_a": 3.85,
  "charge": 1,
  "homo_energy_ev": -13.12,
  "gap_ev": 9.97,
  "e_above_lowest_kcal_mol": 33.6,
  "elements": ["C", "C", "C", "C", "C", "C", "N", "H", "H", "H", "H", "H", "H", "H", "H", "H", "H", "H", "H", "H", "H", "H", "H", "O"],
  "positions_angstrom": [[0.443, -0.943, 1.629], [-0.710, -0.217, 0.933], [-0.171, 0.703, -0.147], [0.061, 0.183, -1.361], [0.090, 2.143, 0.154], [-0.790, 3.290, -0.252], [1.122, -1.899, 0.670], [0.141, -1.548, 2.483], [1.194, -0.262, 2.033], [-1.123, 0.438, 1.712], [-1.472, -0.886, 0.532], [0.413, 0.831, -2.165], [-0.447, -0.675, -1.770], [0.192, 2.175, 1.262], [1.092, 2.359, -0.235], [-0.372, 4.282, -0.215], [-1.380, 3.021, -1.142], [-1.734, 3.332, 0.340], [1.324, -1.465, -0.239], [0.540, -2.709, 0.460], [2.014, -2.215, 1.051], [-0.891, -3.615, -1.709], [0.545, -3.228, -2.359], [-0.079, -3.094, -1.665]]
}


No. 11
{
  "formula": "C6H16NO2Si2",
  "method": "ωB97M-V/def2-TZVPD",
  "s2": 2.005,
  "largest_force_ev_per_a": 3.42,
  "charge": 1,
  "homo_energy_ev": [-11.42, -12.59],
  "gap_ev": [7.68, 3.62],
  "multiplicity": 3,
  "elements": ["C", "C", "C", "C", "C", "C", "N", "O", "O", "Si", "Si", "H", "H", "H", "H", "H", "H", "H", "H", "H", "H", "H", "H", "H", "H", "H", "H"],
  "positions_angstrom": [[1.618, -0.461, 2.747], [2.221, -1.431, 3.759], [1.857, 1.079, -5.116], [-1.512, 1.335, 0.657], [-2.172, -1.375, -1.162], [-1.601, -1.568, 1.954], [1.285, 1.778, -4.237], [1.184, 0.648, 2.920], [1.827, -0.794, 1.433], [1.049, -0.539, 0.044], [-1.318, -0.550, 0.368], [1.449, -2.317, 3.782], [3.269, -1.725, 3.597], [1.753, 1.226, -6.242], [2.466, 0.149, -4.777], [-2.502, 1.606, 1.110], [-0.620, 1.682, 1.255], [-1.412, 1.824, -0.387], [-1.427, -1.517, -1.976], [-2.758, -2.365, -0.955], [-2.888, -0.669, -1.597], [-0.736, -1.489, 2.680], [-2.464, -1.438, 2.633], [-1.644, -2.596, 1.753], [0.993, 2.652, -4.664], [2.187, -1.012, 4.794], [2.115, 0.118, -0.712]]
}


No. 12
{
  "formula": "C6H16NS",
  "method": "ωB97M-V/def2-TZVPD",
  "largest_force_ev_per_a": 4.55,
  "charge": 1,
  "homo_energy_ev": -12.28,
  "gap_ev": 8.19,
  "e_above_lowest_kcal_mol": 43.5,
  "elements": ["C", "C", "C", "C", "C", "C", "N", "S", "H", "H", "H", "H", "H", "H", "H", "H", "H", "H", "H", "H", "H", "H", "H", "H"],
  "positions_angstrom": [[-1.063, -0.825, 1.998], [1.066, -2.439, 1.848], [-0.505, -2.589, -0.673], [-0.189, 4.790, -2.300], [0.202, -1.272, 1.248], [-0.169, -1.242, -0.209], [-0.103, -0.167, -0.936], [0.682, 3.502, -1.184], [-1.810, -1.479, 1.975], [-0.757, -0.744, 2.977], [-1.349, 0.013, 1.495], [0.633, -3.412, 1.570], [2.019, -2.455, 1.439], [1.109, -2.343, 3.021], [-1.018, -3.105, 0.119], [0.331, -2.983, -1.080], [-1.124, -2.481, -1.515], [-1.126, 4.995, -1.739], [-0.077, 4.419, -3.314], [0.410, 5.682, -2.085], [0.988, -0.373, 1.432], [1.960, 3.812, -1.571], [0.099, 0.794, -0.571], [-0.210, -0.099, -1.945]]
}